C4H30BO23 | wB97M-V/def2-TZVPD

Structure (XYZ):
```
58
Properties=species:S:1:pos:R:3:mulliken_charge:R:1
O 1.024 3.235 -0.431 -0.51
C 0.460 2.245 -0.097 0.63
O 0.839 0.987 -0.331 -0.42
B -0.291 0.097 0.046 1.04
O -1.349 0.993 0.579 -0.52
C -0.946 2.223 0.532 0.43
O -1.545 3.208 0.854 -0.59
O 0.102 -0.840 1.139 -0.27
C -0.078 -2.077 0.749 0.43
O 0.107 -3.084 1.370 -0.39
C -0.497 -2.032 -0.735 -0.17
O -0.697 -0.771 -1.034 -0.27
O -0.617 -2.986 -1.433 -0.61
O 2.839 -2.293 1.542 -0.72
H 1.983 -2.088 1.966 0.57
H 2.643 -3.023 0.942 0.30
O -0.086 5.446 2.742 -0.59
H -0.968 5.134 2.507 0.29
H 0.205 4.847 3.437 0.30
O 0.760 -6.177 2.060 -0.64
H 1.093 -5.659 1.313 0.32
H 1.084 -5.722 2.843 0.31
O 0.799 -5.591 -1.359 -0.59
H 0.046 -5.009 -1.555 0.36
H 0.526 -6.465 -1.657 0.30
O -0.755 -2.511 -4.633 -0.60
H 0.157 -2.704 -4.881 0.31
H -1.046 -3.285 -4.139 0.28
O -3.510 2.925 3.624 -0.66
H -3.154 3.260 2.790 0.34
H -2.996 2.129 3.800 0.32
O 2.060 2.148 -3.697 -0.62
H 1.976 2.679 -4.497 0.28
H 1.361 2.459 -3.107 0.28
O -3.965 -0.435 -0.075 -0.57
H -4.560 -0.998 0.432 0.27
H -3.185 -0.977 -0.228 0.27
O 3.696 0.198 0.134 -0.70
H 2.744 0.354 0.196 0.34
H 3.812 -0.628 0.625 0.39
O -2.511 -2.177 2.791 -0.58
H -3.043 -2.981 2.781 0.29
H -1.728 -2.416 3.303 0.29
O 0.642 -1.502 3.199 -0.68
H 0.042 -1.412 2.441 0.46
H 0.638 -0.634 3.618 0.27
O 1.779 -0.714 -3.375 -0.65
H 2.125 0.159 -3.639 0.37
H 1.545 -0.596 -2.449 0.21
O -0.925 5.729 -0.662 -0.64
H -1.170 5.163 0.088 0.38
H -0.746 5.106 -1.371 0.28
O 2.644 5.132 0.941 -0.65
H 1.983 5.732 1.309 0.31
H 2.221 4.788 0.137 0.36
O -1.517 0.442 -3.599 -0.56
H -1.271 1.162 -4.189 0.25
H -0.784 -0.194 -3.661 0.35
```

Results
net charge: -1
gap between HOMO and LUMO: 10.350 eV
DFT total energy: -52412.20053 eV
relative energy (zero: lowest compared OMol25 entry of this formula, charge and spin): 55.9 kcal per mole